Entry 1:
Formula: C49H45N7P2SeSr
Source: the OMol25 dataset
Level of theory: ωB97M-V/def2-TZVPD

Values from the calculation:
**ΔE to the lowest compared entry with this formula, charge and spin**: 6.976 eV
**Charge**: +2
**Calculated total energy**: -5391.81962 hartree
**HOMO-LUMO gap**: 7.6233 eV
**Lowest unoccupied orbital energy**: -4.97 eV

Positions of all 105 atoms, in Å:
Sr -0.56688 -0.23797 -0.63058
N -4.58188 3.04777 -2.04450
C -3.66607 2.25203 -1.48986
N -2.62833 1.73482 -2.07012
C -2.44722 2.05647 -3.44938
N -1.41284 1.77206 -4.13355
N -0.56609 0.82192 -3.51814
C 0.60201 0.80704 -4.00058
C 1.44657 -0.40279 -3.76792
C 2.55053 -0.59329 -4.57589
C 3.27999 -1.76442 -4.47035
C 2.87981 -2.72332 -3.55886
C 1.78137 -2.44786 -2.77645
N 1.07128 -1.31378 -2.84098
C -3.49437 2.83802 -4.14334
C -3.43324 3.10237 -5.51239
C -4.40058 3.87842 -6.11254
C -5.44675 4.40056 -5.34864
C -5.52743 4.13510 -3.99858
C -4.54241 3.34950 -3.41583
H -5.33211 3.40994 -1.48031
H -3.83202 2.05204 -0.43729
H 0.94543 1.55852 -4.70492
H 2.81376 0.16146 -5.30636
H 4.13521 -1.93758 -5.11160
H 3.40049 -3.66966 -3.47207
H 1.42527 -3.19023 -2.06539
H -2.61724 2.68075 -6.08298
H -4.34916 4.08724 -7.17326
H -6.20537 5.01294 -5.81818
H -6.34883 4.51793 -3.40318
C -0.43416 2.26480 1.94806
C -0.26401 1.63293 0.53174
P 0.97923 2.08888 -0.80238
C 1.27759 3.85689 -0.39685
C 2.37574 4.37321 0.28135
C 2.43504 5.73371 0.57273
C 1.41666 6.58721 0.17824
C 0.33135 6.08452 -0.52744
C 0.26533 4.73023 -0.81206
C 2.46818 1.24857 -0.04530
C 3.19542 0.34269 -0.82142
C 4.25063 -0.39224 -0.29300
C 4.55984 -0.28748 1.04829
C 3.83541 0.58853 1.85397
C 2.83005 1.36766 1.31058
C -1.79897 1.55822 2.36328
P -1.41988 -0.25902 1.83519
C -1.98931 -1.10310 3.42990
C -1.25586 -0.92334 4.61040
C -1.72951 -1.43368 5.81285
C -2.92722 -2.14607 5.86062
C -3.62896 -2.36902 4.69609
C -3.16371 -1.84880 3.48821
C -2.79934 -0.76893 0.71138
C -2.62315 -2.06424 0.20008
C -3.69583 -2.72510 -0.38230
C -4.94879 -2.12692 -0.40442
C -5.14753 -0.88278 0.19135
C -4.08437 -0.20893 0.77706
H -0.40862 3.35036 1.96867
H 0.32532 1.86814 2.61411
H -1.28416 1.30794 0.24892
H 0.27869 0.67630 0.75996
H 3.20068 3.73964 0.56752
H 3.28975 6.12536 1.10840
H 1.47050 7.64299 0.41148
H -0.45366 6.74954 -0.86433
H -0.57990 4.34379 -1.37507
H 2.93463 0.20097 -1.85042
H 4.82181 -1.05575 -0.93442
H 5.36221 -0.88284 1.46763
H 4.04304 0.64635 2.91343
H 2.32435 2.07849 1.95364
H -2.08161 1.61341 3.40731
H -2.57336 1.97605 1.72674
H -0.32565 -0.37892 4.60136
H -1.16349 -1.27547 6.72131
H -3.30321 -2.52420 6.80233
H -4.54732 -2.94219 4.71644
H -3.73785 -2.03740 2.59208
H -1.66462 -2.55463 0.35449
H -3.57009 -3.72821 -0.77046
H -5.78834 -2.65420 -0.84017
H -6.14327 -0.45852 0.22892
H -4.26673 0.71194 1.31311
C 2.29393 -3.37949 3.93348
N 2.73991 -3.64083 2.56855
C 2.28776 -3.04977 1.44703
Se 0.52027 -1.44561 1.52784
N 3.02751 -3.60472 0.45852
C 3.96133 -4.53839 0.93505
C 4.93374 -5.31371 0.31586
C 5.68385 -6.13879 1.13654
C 5.46959 -6.18059 2.52390
C 4.51088 -5.38810 3.13027
C 3.76557 -4.56060 2.29712
H 1.53539 -2.60604 3.90623
H 3.13420 -3.04516 4.53822
H 1.87045 -4.28313 4.36664
H 2.89425 -3.36664 -0.50767
H 5.10282 -5.27834 -0.75391
H 6.44900 -6.76773 0.70067
H 6.06798 -6.84720 3.13042
H 4.34972 -5.41844 4.20008

Mulliken population analysis, charges in e, atoms 1 to 8:
1 Sr 2.5676
2 N 0.1467
3 C -0.8172
4 N 0.4772
5 C 0.0234
6 N -0.8461
7 N 0.5072
8 C -0.9344


Entry 2:
Formula: C49H46As2B2CrN7O5S3
Source: the OMol25 dataset
Level of theory: ωB97M-V/def2-TZVPD

Values from the calculation:
**ΔE to the lowest compared entry with this formula, charge and spin**: 0.000 eV
**Charge**: -1
**Spin multiplicity**: 5
**Calculated total energy**: -9414.86387 hartree
**HOMO-LUMO gap (alpha / beta)**: 6.5022 / 6.4454 eV
**⟨S²⟩**: 6.056
**Lowest unoccupied orbital energy (alpha / beta)**: 1.49 / 1.43 eV

Positions of all 115 atoms, in Å:
Cr 0.91825 0.21264 0.45406
C -4.00330 0.62255 2.49503
N -3.46436 1.87512 2.01846
C -3.13552 2.95730 2.80935
C -2.64650 3.90072 1.97978
N -2.67844 3.41015 0.69284
B -2.34860 4.30354 -0.52882
N -1.52608 3.52880 -1.62262
C -1.88196 3.56912 -2.94647
C -0.94735 2.90664 -3.66232
N -0.01700 2.44674 -2.75314
C 1.24058 1.82494 -3.10251
C -0.39749 2.82772 -1.50632
S 0.48447 2.58786 -0.03899
C -3.18497 2.15968 0.71546
S -3.48941 1.11721 -0.59484
H -4.49107 0.79441 3.45363
H -3.21011 -0.11449 2.62220
H -4.72073 0.24090 1.77076
H -3.26013 2.93824 3.87720
H -2.25943 4.88180 2.18706
H -3.36441 4.66300 -1.08288
H -1.69229 5.23989 -0.13002
H -2.79132 4.05039 -3.25449
H -0.86197 2.70500 -4.71498
H 1.16419 1.43304 -4.11486
H 1.46229 1.01826 -2.41350
H 2.05554 2.54894 -3.05576
C 0.33810 -3.23565 2.17856
C -0.96209 -3.51946 1.42545
As -1.78158 -1.85038 0.70682
C -1.49787 -2.12016 -1.21023
C -1.00932 -1.05451 -1.95921
C -0.79921 -1.19059 -3.32734
C -1.09297 -2.39097 -3.95776
C -1.60003 -3.45288 -3.21864
C -1.79537 -3.31790 -1.85323
C -3.65110 -2.42883 0.77941
C -4.17043 -2.92643 1.97206
C -5.51811 -3.24167 2.08690
C -6.36700 -3.05380 1.00680
C -5.86088 -2.54519 -0.18119
C -4.51467 -2.22954 -0.29388
As 1.59898 -2.37919 0.95988
C 1.78998 -3.87508 -0.27480
C 1.49427 -3.77970 -1.62738
C 1.66970 -4.87309 -2.46821
C 2.12122 -6.07789 -1.95800
C 2.38198 -6.19462 -0.59864
C 2.21430 -5.10262 0.23577
C 3.33849 -2.36994 1.83303
C 3.53526 -1.48251 2.89090
C 4.78440 -1.38338 3.48752
C 5.84128 -2.16333 3.03580
C 5.65336 -3.04646 1.98213
C 4.40662 -3.13742 1.37649
H 0.78321 -4.15143 2.57190
H 0.17899 -2.54140 3.00100
H -1.69127 -3.95292 2.11021
H -0.80722 -4.23893 0.61919
H -0.86846 -0.08080 -1.49221
H -0.43827 -0.34848 -3.90329
H -0.94144 -2.49559 -5.02496
H -1.83842 -4.38976 -3.70692
H -2.19575 -4.15115 -1.28651
H -3.53088 -3.05884 2.83806
H -5.90245 -3.62761 3.02303
H -7.41926 -3.29420 1.09260
H -6.51881 -2.37954 -1.02513
H -4.14351 -1.81328 -1.22027
H 1.08587 -2.86642 -2.04092
H 1.44379 -4.77531 -3.52219
H 2.26888 -6.92630 -2.61345
H 2.73734 -7.13184 -0.19028
H 2.45040 -5.20335 1.28862
H 2.71537 -0.87989 3.25825
H 4.92598 -0.69444 4.31144
H 6.81519 -2.08549 3.50328
H 6.46551 -3.65692 1.60527
H 4.29579 -3.81499 0.54050
O 0.25336 -0.35524 3.57320
B 0.35295 0.60336 2.51364
O 0.01466 1.85588 3.06694
C -0.27138 1.66422 4.38557
C -0.64054 2.59392 5.33249
C -0.88119 2.11585 6.62155
C -0.75016 0.76619 6.93005
C -0.36785 -0.16432 5.96260
C -0.13517 0.32146 4.69539
H -0.73430 3.64100 5.07924
H -1.17395 2.81154 7.39739
H -0.94336 0.43067 7.94073
H -0.25232 -1.21514 6.19261
O 8.11551 -4.25970 0.16802
S 9.20010 -3.64439 -0.58144
O 9.15631 -3.87687 -2.01379
O 10.50176 -3.75585 0.03436
C 8.79497 -1.87091 -0.48355
N 9.76921 -0.99028 -0.26129
C 9.40361 0.28071 -0.16043
C 8.08582 0.69929 -0.24876
C 7.15529 -0.29808 -0.49980
N 7.50870 -1.56627 -0.63635
C 5.69087 -0.04292 -0.60038
C 4.88566 -0.95613 -1.27643
C 3.52311 -0.75536 -1.28750
N 2.91934 0.26654 -0.66637
C 3.69985 1.16349 -0.05716
C 5.07822 1.04788 -0.00354
H 10.19912 1.00035 0.00876
H 7.81919 1.74176 -0.15140
H 5.33026 -1.82174 -1.74814
H 2.87684 -1.44648 -1.80554
H 3.18861 1.99693 0.41094
H 5.64489 1.78833 0.54361

Mulliken population analysis, charges in e, atoms 1 to 8:
1 Cr 1.5293
2 C -1.0895
3 N 0.2992
4 C -0.5247
5 C -0.8759
6 N 0.2007
7 B 0.6668
8 N 0.0453


Entry 3:
Formula: C49H47AlAsFN3O3S
Source: the OMol25 dataset
Level of theory: ωB97M-V/def2-TZVPD

Values from the calculation:
**ΔE to the lowest compared entry with this formula, charge and spin**: 0.000 eV
**Charge**: +1
**Calculated total energy**: -5261.65151 hartree
**HOMO-LUMO gap**: 7.6787 eV
**Lowest unoccupied orbital energy**: -2.53 eV

Positions of all 106 atoms, in Å:
Al 0.34077 -0.50714 -0.08515
C -4.72577 -0.61560 0.25423
C -3.54923 0.19563 0.80118
C -4.00143 1.62336 1.10483
C -2.91976 -0.47300 2.00805
C -3.52651 -0.35130 3.25403
C -2.97011 -0.93277 4.37965
C -1.78287 -1.63457 4.27658
C -1.14292 -1.78617 3.05002
C 0.14607 -2.57796 2.97500
C -0.11975 -4.06467 2.72597
C 1.01592 -2.40712 4.22216
C -1.73178 -1.21247 1.91135
N -1.11447 -1.39340 0.63028
C -1.66346 -2.39914 -0.15398
C -2.49118 -3.44895 0.25197
C -2.92900 -4.38764 -0.67340
C -2.56891 -4.32259 -2.01341
C -1.76004 -3.27853 -2.45527
C -1.36307 -2.38109 -1.50404
F -0.59117 -1.26918 -1.86830
H -5.10328 -0.16888 -0.66663
H -5.54347 -0.62675 0.97754
H -4.44714 -1.64620 0.04341
H -2.78394 0.24538 0.01570
H -4.82780 1.64115 1.81646
H -4.35275 2.10671 0.19359
H -3.19690 2.23910 1.51467
H -4.44971 0.20434 3.34750
H -3.46392 -0.83575 5.33772
H -1.35158 -2.07831 5.16395
H 0.71295 -2.21734 2.11438
H -0.82724 -4.45651 3.45998
H 0.80612 -4.63457 2.82066
H -0.52403 -4.24394 1.73087
H 0.66839 -3.03754 5.04290
H 1.02973 -1.37692 4.57917
H 2.04168 -2.71123 4.00565
H -2.80069 -3.51766 1.28655
H -3.56879 -5.19042 -0.33333
H -2.91608 -5.06903 -2.71233
H -1.45782 -3.15800 -3.48597
C 1.37914 2.44664 5.33683
C 1.18522 1.77538 4.01484
C 0.00027 1.93281 3.29682
C -0.15395 1.29595 2.08703
N 0.79362 0.50364 1.57042
C 1.93663 0.34387 2.24681
C 2.17047 0.96626 3.45333
H 1.30812 3.52918 5.23024
H 2.34710 2.20602 5.77042
H 0.59970 2.13746 6.03404
H -0.80741 2.54720 3.67083
H -1.05937 1.41969 1.50654
H 2.66991 -0.31810 1.80220
H 3.11070 0.80135 3.95973
O 1.87989 -1.13284 -4.56946
S 2.84762 -0.93092 -3.53673
O 3.84288 0.08675 -3.67153
N 2.05183 -0.71835 -2.08335
C 2.24052 -1.73139 -1.30762
O 1.63533 -1.76800 -0.15476
C 3.12872 -2.80423 -1.79366
C 3.50245 -3.98690 -1.18151
C 4.34734 -4.83264 -1.89029
C 4.78961 -4.49808 -3.16681
C 4.40658 -3.31024 -3.78297
C 3.57347 -2.48025 -3.06503
H 3.14469 -4.23592 -0.19231
H 4.66543 -5.76677 -1.44844
H 5.44348 -5.17990 -3.69326
H 4.74737 -3.05597 -4.77636
C -0.49935 1.29970 -5.97513
C 0.64157 1.94882 -5.53555
C 0.88913 2.08713 -4.17775
C -0.00862 1.56312 -3.25648
C -1.15419 0.90524 -3.69851
C -1.39930 0.77996 -5.05672
As 0.29852 1.73705 -1.36188
C 2.02185 2.57222 -1.17807
C 2.16531 3.89101 -1.60538
C 3.39190 4.52674 -1.49080
C 4.47298 3.85337 -0.93821
C 4.32726 2.54538 -0.50532
C 3.10347 1.90271 -0.62748
C -0.88883 3.14371 -0.77523
C -0.52204 3.98236 0.27300
C -1.39953 4.96247 0.71171
C -2.63806 5.11400 0.10390
C -3.00037 4.28297 -0.94500
C -2.13157 3.29271 -1.38158
H -0.68492 1.19232 -7.03506
H 1.35349 2.33974 -6.24952
H 1.80102 2.57015 -3.85137
H -1.86276 0.48648 -2.99627
H -2.29013 0.26794 -5.39656
H 1.32273 4.42817 -2.02617
H 3.49872 5.54658 -1.83446
H 5.42988 4.34957 -0.85283
H 5.17060 2.01318 -0.08609
H 3.02340 0.86755 -0.32130
H 0.45191 3.88932 0.74084
H -1.10728 5.62079 1.51899
H -3.31525 5.88709 0.44004
H -3.96126 4.40279 -1.42726
H -2.42272 2.66261 -2.21270

Mulliken population analysis, charges in e, atoms 1 to 8:
1 Al 0.1861
2 C -1.6778
3 C 2.5085
4 C -1.5905
5 C 0.7243
6 C -0.3546
7 C -1.3805
8 C -0.3553


Entry 4:
Formula: C49H47BrN6O4PScTe
Source: the OMol25 dataset
Level of theory: ωB97M-V/def2-TZVPD

Values from the calculation:
**ΔE to the lowest compared entry with this formula, charge and spin**: 0.546 eV
**Charge**: +2
**Calculated total energy**: -6468.64623 hartree
**HOMO-LUMO gap**: 5.7630 eV
**Lowest unoccupied orbital energy**: -6.54 eV

Positions of all 110 atoms, in Å:
Sc 0.14911 -0.67013 -1.06349
C -0.42406 -0.08169 -4.23534
O 0.28066 0.34338 -3.04484
C 0.79203 1.63546 -3.02508
C 0.87518 2.44896 -4.13740
C 1.31673 3.76134 -3.97726
Br 1.42711 4.87353 -5.48215
C 1.65636 4.25487 -2.73070
C 1.58594 3.42551 -1.61334
C 1.17386 2.11080 -1.77939
O 1.02435 1.24470 -0.68871
C 1.79417 3.97087 -0.26237
N 1.39564 5.13428 0.11228
C 1.65050 5.19056 1.48909
C 1.41017 6.22789 2.38433
C 1.76885 6.02092 3.70260
C 2.35132 4.81642 4.12210
C 2.58354 3.77492 3.24090
C 2.21078 3.99217 1.92381
N 2.27495 3.15769 0.78520
H -1.21030 0.63446 -4.46761
H -0.86884 -1.04401 -3.99500
H 0.27789 -0.18565 -5.06013
H 0.59699 2.09051 -5.11744
H 1.96705 5.28201 -2.60230
H 1.16354 1.75828 0.15154
H 0.97340 7.15957 2.05226
H 1.60739 6.80563 4.42863
H 2.62774 4.70076 5.16125
H 3.03453 2.84909 3.57316
H 3.11322 2.60999 0.62626
C -4.40939 -1.60195 4.16664
C -3.25254 -1.61011 3.20908
C -2.10631 -2.35429 3.46726
C -1.00985 -2.36061 2.60479
C 0.18429 -3.20951 2.95072
O 0.00284 -4.35033 3.30434
C 1.56147 -2.63990 2.83630
C 1.78930 -1.26620 2.80222
C 3.08513 -0.77813 2.72741
C 4.15774 -1.66200 2.68141
C 3.93332 -3.03198 2.72928
C 2.63893 -3.52122 2.81510
C -1.09645 -1.64010 1.42422
O -0.06274 -1.62836 0.52253
C -2.25416 -0.90623 1.12799
C -3.30489 -0.86553 2.03155
C -2.19958 -0.15944 -0.15059
N -2.04622 -0.77360 -1.29410
C -2.43976 -2.19515 -1.42024
C -3.94396 -2.41234 -1.30050
Te -5.19854 -1.12076 -2.47067
C -5.83413 -0.00609 -0.79999
C -5.60299 1.36340 -0.72160
C -6.04039 2.08629 0.38120
C -6.71272 1.44528 1.41105
C -6.96434 0.08176 1.32843
C -6.53578 -0.64045 0.22387
C -2.02901 1.29379 -0.13071
C -2.17589 2.01913 -1.32272
C -2.01425 3.39229 -1.31895
C -1.71318 4.04945 -0.13041
C -1.57717 3.34014 1.05957
C -1.74371 1.96707 1.06499
H -4.22651 -2.26394 5.01034
H -5.32473 -1.92929 3.67209
H -4.58745 -0.59899 4.55728
H -2.04320 -2.94962 4.37017
H 0.95171 -0.58152 2.86382
H 3.26686 0.28982 2.74169
H 5.17086 -1.28241 2.64005
H 4.77029 -3.71826 2.72526
H 2.44703 -4.58462 2.87814
H -4.18167 -0.27037 1.80152
H -1.92946 -2.81963 -0.67716
H -2.11044 -2.52102 -2.41139
H -4.27198 -2.26839 -0.27222
H -4.17289 -3.44045 -1.57440
H -5.08901 1.87342 -1.52520
H -5.86801 3.15424 0.42760
H -7.06319 2.01033 2.26463
H -7.51683 -0.41735 2.11414
H -6.76742 -1.69663 0.15357
H -2.46740 1.49086 -2.22266
H -2.14900 3.95846 -2.23155
H -1.58417 5.12325 -0.12914
H -1.35204 3.86513 1.97884
H -1.64781 1.40959 1.98860
C 4.97623 -2.83924 -3.19835
N 3.72574 -3.46314 -3.63505
C 3.51981 -4.69453 -2.86693
N 3.53479 -4.49123 -1.41925
C 4.78860 -3.84053 -1.04204
N 5.02683 -2.58463 -1.75784
C 4.10286 -1.54148 -1.35096
P 2.36177 -2.05005 -1.74147
C 2.59833 -2.55001 -3.50865
C 2.38119 -3.73002 -0.96409
H 5.12353 -1.90247 -3.73889
H 5.79518 -3.51394 -3.44953
H 4.32564 -5.38403 -3.12059
H 2.57250 -5.15028 -3.16020
H 5.60943 -4.51994 -1.27438
H 4.78590 -3.64756 0.03179
H 4.33536 -0.60754 -1.86844
H 4.17886 -1.36633 -0.27450
H 2.77830 -1.65718 -4.11480
H 1.69163 -3.03060 -3.88631
H 1.45706 -4.26125 -1.20506
H 2.41206 -3.60410 0.12118

Mulliken population analysis, charges in e, atoms 1 to 8:
1 Sc -1.3821
2 C -1.3217
3 O 1.6294
4 C 0.2906
5 C -0.3807
6 C -0.6821
7 Br -0.1207
8 C -0.5728